# 1
{
  "formula": "H18O9",
  "method": "ωB97M-V/def2-TZVPD",
  "elements": ["O", "H", "H", "O", "H", "H", "O", "H", "H", "O", "H", "H", "O", "H", "H", "O", "H", "H", "O", "H", "H", "O", "H", "H", "O", "H", "H"],
  "coordinates": [[1.8784, 1.3187, -0.7724], [1.4654, 0.7822, -0.0958], [1.8773, 0.7640, -1.5524], [1.4435, 0.0099, 0.6766], [1.6862, -0.1445, 1.5895], [0.4874, 0.0542, 0.6866], [-0.3497, 0.2387, -0.0934], [-0.3454, -0.5614, -0.6190], [-1.2227, 0.2638, 0.2983], [-0.2742, 2.3710, 0.4190], [0.0089, 2.9559, -0.2839], [-0.1636, 1.4913, 0.0582], [1.8307, -0.4735, -1.8879], [1.2342, -1.0485, -1.4085], [1.9298, -0.8904, -2.7438], [-1.9661, 1.4853, 2.2148], [-1.2990, 2.1717, 2.2220], [-1.6266, 0.8271, 1.6084], [-2.1634, 0.1231, 0.4991], [-2.9467, 0.3853, 0.0154], [-2.4874, -0.4686, 1.1781], [-0.8389, -1.5775, -1.1286], [-1.1312, -2.4778, -1.2709], [-0.0469, -1.6634, -0.5979], [0.6732, -2.0600, 0.1427], [1.4656, -2.5952, 0.1860], [0.8808, -1.2816, 0.6597]],
  "spin_multiplicity": 1,
  "energy_ev": -18703.942,
  "de_lowest_ev": 18.193,
  "orbital_gap_ev": 7.3,
  "fmax_ev_per_a": 15.91
}

# 2
{
  "formula": "C7H15IN2O2Tl",
  "method": "ωB97M-V/def2-TZVPD",
  "elements": ["C", "C", "C", "N", "N", "C", "O", "O", "C", "C", "C", "I", "H", "H", "H", "H", "H", "H", "H", "H", "H", "H", "H", "H", "H", "H", "H", "Tl"],
  "coordinates": [[-1.0024, 1.4834, -1.4955], [-0.3801, 0.3050, -2.2013], [0.3713, -0.5910, -1.1482], [-0.5944, -1.4252, -0.4816], [-0.7692, -2.6928, -1.0899], [-0.4257, -1.6681, 0.9538], [-0.9549, -2.5347, 1.4993], [0.3660, -0.7420, 1.6288], [-0.2376, 0.4503, 1.8847], [0.6938, 1.5919, 2.1058], [2.1547, 1.4823, 1.7007], [0.3177, 1.7067, 4.2034], [-1.2508, 2.2609, -2.2057], [-0.3262, 1.9189, -0.7692], [-1.9331, 1.2073, -1.0214], [0.3066, 0.6057, -2.9739], [-1.1931, -0.2891, -2.5902], [0.8697, 0.0775, -0.4773], [1.1213, -1.1590, -1.6871], [0.1038, -3.0128, -1.5019], [-1.5202, -2.6894, -1.7761], [-1.0233, 0.6975, 1.1521], [-0.8308, 0.2891, 2.8887], [0.2602, 2.4735, 1.6646], [2.2924, 0.7869, 0.8933], [2.4682, 2.4481, 1.3386], [2.7921, 1.2389, 2.5315], [-1.6760, -4.2201, -3.0261]],
  "spin_multiplicity": 1,
  "energy_ev": -27333.999,
  "orbital_gap_ev": 3.7,
  "fmax_ev_per_a": 3.08,
  "total_charge": 3
}

# 3
{
  "formula": "C6H6",
  "method": "ωB97M-V/def2-TZVPD",
  "elements": ["C", "C", "C", "C", "C", "C", "H", "H", "H", "H", "H", "H"],
  "coordinates": [[0.2459, 1.8682, -0.6244], [0.2161, 0.3695, -0.2830], [0.8347, -0.1333, 0.8310], [0.6828, -1.5057, 1.0395], [-0.5113, -1.7935, 0.3903], [-0.8242, -0.5481, -0.3083], [-0.1362, 2.0568, -1.6983], [1.2669, 2.2161, -0.7271], [-0.1816, 2.5947, 0.0445], [1.2930, -2.1837, 1.5932], [-1.0802, -2.6065, 0.5996], [-1.8058, -0.3345, -0.8570]],
  "spin_multiplicity": 1,
  "energy_ev": -6313.931,
  "de_lowest_ev": 5.269,
  "orbital_gap_ev": [7.7, 7.2],
  "smiles": "CC1=C=CC=C1",
  "fmax_ev_per_a": 4.29
}

# 4
{
  "formula": "C24H68O10",
  "method": "ωB97M-V/def2-TZVPD",
  "elements": ["C", "C", "C", "O", "H", "H", "H", "H", "H", "H", "H", "H", "C", "C", "C", "O", "H", "H", "H", "H", "H", "H", "H", "H", "C", "C", "C", "O", "H", "H", "H", "H", "H", "H", "H", "H", "C", "C", "C", "O", "H", "H", "H", "H", "H", "H", "H", "H", "C", "C", "C", "O", "H", "H", "H", "H", "H", "H", "H", "H", "C", "C", "C", "O", "H", "H", "H", "H", "H", "H", "H", "H", "C", "C", "C", "O", "H", "H", "H", "H", "H", "H", "H", "H", "C", "C", "C", "O", "H", "H", "H", "H", "H", "H", "H", "H", "O", "H", "H", "O", "H", "H"],
  "coordinates": [[-1.2968, 2.2013, -4.4335], [-1.8909, 3.1005, -3.3511], [-2.7758, 2.3493, -2.3878], [-0.7869, 3.6094, -2.5301], [-0.7213, 1.3900, -3.9870], [-0.7518, 2.8450, -5.1214], [-2.0866, 1.6506, -4.9508], [-2.5033, 3.9283, -3.7178], [-3.2088, 2.9495, -1.5845], [-2.2311, 1.5403, -1.8920], [-3.6667, 1.9327, -2.8666], [-0.3856, 4.3313, -3.0354], [-3.4749, -2.7921, -1.4097], [-3.7089, -1.7716, -2.5292], [-2.4408, -1.2159, -3.1305], [-4.4030, -2.4481, -3.6062], [-2.9790, -3.6906, -1.7644], [-4.4125, -2.9661, -0.8789], [-2.8472, -2.3050, -0.6528], [-4.3936, -0.9835, -2.1981], [-2.6738, -0.3581, -3.7572], [-1.8640, -1.9799, -3.6479], [-1.8107, -0.8534, -2.3113], [-5.0917, -3.0028, -3.2300], [0.9541, -4.8430, -3.8092], [1.3567, -4.2188, -2.4809], [0.8661, -2.7891, -2.2632], [0.8507, -5.0833, -1.4647], [1.5012, -5.7769, -3.9500], [1.2554, -4.2127, -4.6494], [-0.1108, -5.0660, -3.8572], [2.4529, -4.2282, -2.4676], [1.0072, -2.2540, -3.2107], [1.4582, -2.2648, -1.5083], [-0.1776, -2.6079, -2.0043], [0.8497, -4.5896, -0.6324], [3.8770, 2.0263, 4.1434], [2.4438, 2.0631, 3.6442], [2.0945, 0.9137, 2.7169], [1.4962, 2.1473, 4.7115], [3.9754, 1.2592, 4.9241], [4.2921, 2.9440, 4.5537], [4.5451, 1.6747, 3.3521], [2.2932, 3.0109, 3.1110], [2.8660, 0.8318, 1.9459], [1.1451, 1.0766, 2.2077], [2.0059, 0.0015, 3.3119], [1.6975, 1.4303, 5.3277], [-1.4233, 6.5675, 1.3321], [-0.9560, 5.4472, 0.4099], [-0.6239, 4.1912, 1.1982], [-2.0450, 5.1519, -0.4776], [-1.5937, 7.4851, 0.7647], [-0.6831, 6.7752, 2.1028], [-2.3828, 6.3003, 1.7759], [-0.0936, 5.8072, -0.1616], [0.0436, 4.4241, 2.0443], [0.0012, 3.4885, 0.6377], [-1.4578, 3.7011, 1.6914], [-1.6957, 4.4938, -1.1058], [2.6246, 1.8539, -3.1771], [2.2513, 1.6734, -1.7237], [2.5329, 2.9111, -0.8695], [0.8251, 1.4136, -1.6725], [3.6773, 2.1419, -3.2903], [2.0094, 2.5959, -3.6823], [2.5984, 0.9077, -3.7219], [2.7003, 0.8213, -1.2100], [2.3596, 2.7439, 0.1927], [1.9010, 3.7492, -1.1774], [3.5676, 3.2391, -1.0087], [0.3709, 2.1304, -2.1521], [3.2056, -2.6115, 1.7235], [2.5352, -3.9727, 1.9370], [2.3018, -4.3845, 3.3705], [1.2914, -3.9035, 1.2127], [3.6663, -2.5144, 0.7383], [4.0206, -2.5024, 2.4510], [2.5694, -1.7303, 1.8034], [3.1672, -4.6908, 1.4145], [2.0219, -3.5258, 3.9849], [3.2518, -4.7695, 3.7525], [1.5524, -5.1677, 3.4517], [0.7519, -3.1947, 1.5986], [-1.5828, -1.7595, 4.4091], [-1.1519, -2.5913, 3.1994], [-2.3457, -3.0233, 2.3632], [-0.2845, -1.8335, 2.3249], [-2.0863, -2.4380, 5.0991], [-2.1889, -0.9191, 4.0776], [-0.6965, -1.3987, 4.9342], [-0.5893, -3.4733, 3.5130], [-2.9276, -2.1862, 1.9719], [-3.0221, -3.7071, 2.8933], [-2.0715, -3.6147, 1.4836], [-0.7245, -0.9802, 2.1905], [-2.3061, 0.8334, 2.0130], [-1.7080, 0.7105, 1.2425], [-3.1794, 0.9797, 1.6336], [-0.4135, -0.0780, 0.2514], [0.0867, 0.5030, -0.3782], [-0.2416, -0.9763, -0.0581]],
  "spin_multiplicity": 1,
  "energy_ev": -46466.194,
  "de_lowest_ev": 0.563,
  "orbital_gap_ev": 9.9,
  "smiles": "CC(C)O.CC(C)O.CC(C)O.CC(C)O.CC(C)O.CC(C)O.CC(C)O.CC(C)O.O.O",
  "fmax_ev_per_a": 1.89
}

# 5
{
  "formula": "C5H12O3",
  "method": "ωB97M-V/def2-TZVPD",
  "elements": ["C", "C", "C", "C", "C", "O", "H", "H", "H", "H", "H", "H", "H", "H", "O", "H", "H", "O", "H", "H"],
  "coordinates": [[-1.4632, -1.9923, 2.1249], [-0.7820, -2.0043, 0.9898], [-0.9367, -0.9699, -0.0260], [-0.2006, -0.8814, -1.1365], [-0.3065, 0.2855, -2.0646], [0.9499, 0.9362, -2.2101], [-2.2792, -1.3189, 2.3320], [-1.3631, -2.6532, 2.9685], [-0.0530, -2.8021, 0.8142], [-1.5939, -0.1559, 0.2499], [0.6691, -1.5269, -1.2283], [-1.1087, 0.9855, -1.8075], [-0.4734, -0.0850, -3.0766], [1.3598, 1.1288, -1.3586], [-1.2808, 3.2622, 2.2472], [-0.4262, 2.7999, 2.2164], [-1.7173, 3.0127, 1.4197], [3.1859, 0.1849, -0.1300], [2.8879, -0.4392, 0.5570], [3.0109, -0.3073, -0.9448]],
  "spin_multiplicity": 1,
  "energy_ev": -11520.433,
  "de_lowest_ev": 2.333,
  "orbital_gap_ev": 9.6,
  "smiles": "C=C/C=C/CO.O.O",
  "fmax_ev_per_a": 1.25
}

# 6
{
  "formula": "C3H5NO2",
  "method": "ωB97M-V/def2-TZVPD",
  "elements": ["H", "N", "C", "C", "O", "C", "O", "H", "H", "H", "H"],
  "coordinates": [[1.7579, 0.0457, 1.1731], [0.7453, 0.0875, 1.1944], [0.2405, -0.1687, 0.0663], [0.9101, -0.5288, -1.2281], [-1.1244, -0.1124, -0.0494], [-1.7463, 0.6487, 0.9329], [-1.6217, 1.8279, 1.0256], [0.9311, 0.3497, -1.8815], [0.3708, -1.3231, -1.7512], [1.9360, -0.8530, -1.0395], [-2.3994, 0.0264, 1.5574]],
  "spin_multiplicity": 1,
  "energy_ev": -8776.646,
  "de_lowest_ev": 1.049,
  "orbital_gap_ev": 11.4,
  "smiles": "[H]/N=C(\\C)OC=O",
  "fmax_ev_per_a": 0.68
}